P) 15
Properties=species:S:1:pos:R:3 method="wB97M-V/def2-TZVPD" homo_energy_ev=-9.795 total_charge=0 lumo_ev=0.24
C -1.3803 0.5393 -1.8953
O -1.0860 0.0968 -0.3683
N -1.0837 1.1785 0.6038
C -0.0846 0.6968 1.3509
C 0.8017 -0.5427 1.2646
O 0.1641 -1.7849 1.6816
C 1.5837 -0.3887 0.0309
O 1.5497 -1.2669 -0.8285
H -2.6081 0.6207 -2.1931
H -0.7225 1.5900 -2.1646
H -1.0425 -0.2152 -2.6028
H 0.2711 1.6269 2.1000
H 1.1869 -0.3498 2.1350
H 0.4236 -2.3573 1.0038
H 2.0270 0.5563 -0.1180

Q) 15
Properties=species:S:1:pos:R:3 method="wB97M-V/def2-TZVPD" homo_energy_ev=-8.994 total_charge=0 lumo_ev=0.73
C 0.6969 -1.0731 -0.9919
C -0.4659 -0.7247 0.2407
O -1.4968 -1.6093 0.3957
C -0.8980 0.6862 -0.1381
C 0.3459 1.3243 0.4279
O 0.6464 2.5980 0.1649
N 0.8211 0.7003 1.4628
O 0.2981 -0.5955 1.4084
H 1.3129 -1.8741 -0.5854
H 0.0794 -1.4500 -1.8064
H 1.3591 -0.3163 -1.4026
H -1.1698 -2.4018 0.8443
H -1.8223 0.9747 0.3658
H -0.9991 0.8511 -1.2056
H 1.2920 2.9104 0.8195

R) 15
Properties=species:S:1:pos:R:3 method="wB97M-V/def2-TZVPD" homo_energy_ev=-9.674 total_charge=0 lumo_ev=0.70
N -0.6144 2.5673 0.6721
C 0.5231 1.7887 0.9573
O 1.6774 2.0862 1.2009
C 0.4138 0.3085 0.8173
O -0.9599 0.0560 0.6153
C -0.0135 -0.4814 -0.3733
C -0.1038 -1.9408 -0.6617
O 0.6433 -2.1435 -1.8497
H -0.6649 3.6167 0.4987
H -1.4526 2.0275 0.7103
H 0.9291 -0.3251 1.5061
H 0.0756 0.0524 -1.2675
H -1.0893 -2.2116 -0.7441
H 0.3840 -2.4944 0.2663
H 0.2524 -2.9068 -2.3481

S) 15
Properties=species:S:1:pos:R:3 method="wB97M-V/def2-TZVPD" homo_energy_ev=-10.363 total_charge=0 lumo_ev=-1.53
C -2.0780 0.0261 -0.2618
C -0.8489 -1.0039 -0.3394
N 0.1840 -1.1597 0.6966
C 0.6122 0.0284 1.3258
C 1.0123 1.0502 0.2513
O 1.9229 0.4274 -0.5918
O 0.5072 2.2345 0.3549
O -1.0455 -1.8240 -1.3260
H -2.5309 0.0616 -1.2550
H -1.7910 1.0479 0.0625
H -2.8884 -0.3310 0.4436
H 0.4205 -1.0236 -0.5271
H 1.5306 -0.1176 1.8358
H -0.0344 0.5336 2.0696
H 0.7428 0.6394 -0.8574

Energies, relative to the best one, in kJ/mol: P) 407.7; Q) 6.3; R) 0.0; S) 469.2.

P) 11
Properties=species:S:1:pos:R:3 method="wB97M-V/def2-TZVPD" multiplicity=2 s2=0.75 homo_energy_ev="-13.944 / -13.939" total_charge=+1 lumo_ev="-5.26 / -8.87"
N -2.0139 1.2997 -1.0719
H -1.9184 0.6151 -0.3366
H -1.3880 0.9888 -1.8264
H -2.8528 1.0694 -1.6142
C 1.4864 0.4295 0.7049
S 0.3891 -0.8372 -0.1103
S 1.2459 -2.5351 0.6661
H 2.4930 0.0522 0.5385
H 1.3522 1.3559 0.1430
H 1.1277 0.5489 1.7221
H 0.0787 -2.9873 1.1848

Q) 11
Properties=species:S:1:pos:R:3 method="wB97M-V/def2-TZVPD" multiplicity=2 s2=0.75 homo_energy_ev="-13.626 / -13.625" total_charge=+1 lumo_ev="-4.85 / -8.17"
N -1.5405 2.1972 -0.6144
H -1.2089 1.7793 -1.4833
H -2.5214 2.4254 -0.7909
H -1.5923 1.4283 0.0436
C -0.0180 -1.4149 0.5769
S 1.1876 -0.0972 0.3616
S 2.8252 -1.1917 0.1750
H -1.0000 -0.9716 0.4178
H 0.1749 -2.1750 -0.1912
H 0.0903 -1.8651 1.5657
H 3.6031 -0.1146 -0.0607

Energies, relative to the best one, in kJ/mol: P) 59.1; Q) 0.0.

P) 52
Properties=species:S:1:pos:R:3 method="wB97M-V/def2-TZVPD" homo_energy_ev=-7.989 total_charge=0 lumo_ev=-0.12
C -7.2381 -2.7446 -0.0793
C -7.9632 -1.4236 0.1380
C -7.4278 -0.3234 -0.7902
C -8.2031 1.0084 -0.5909
S -7.1061 2.1146 0.3326
C -5.7451 0.9658 0.0386
N -4.5335 1.3912 0.4545
C -3.3193 0.7219 0.3939
C -3.1855 -0.5463 -0.1685
C -1.9493 -1.1548 -0.1919
C -0.8157 -0.5171 0.3122
C 0.4834 -1.2346 0.2523
O 0.5287 -2.4538 0.2644
C 1.6888 -0.4031 0.1429
C 2.9084 -0.9614 0.2033
C 4.1865 -0.2974 0.0888
C 4.3248 1.0729 -0.1299
C 5.5772 1.6413 -0.2330
C 6.7420 0.8861 -0.1247
O 7.9953 1.4306 -0.2192
C 8.1235 2.8112 -0.4507
C 6.6231 -0.5020 0.0943
O 7.6295 -1.4088 0.2300
C 8.9844 -1.0436 0.0966
C 5.3535 -1.0542 0.1957
C -0.9591 0.7477 0.8801
C -2.1953 1.3560 0.9266
N -6.0368 -0.1148 -0.5338
H -7.3762 -3.0902 -1.1013
H -6.1741 -2.6200 0.1016
H -7.6229 -3.5025 0.5986
H -7.8325 -1.0983 1.1731
H -9.0315 -1.5501 -0.0511
H -7.5317 -0.6576 -1.8294
H -9.1180 0.8660 -0.0195
H -8.4407 1.4889 -1.5403
H -4.5148 2.3082 0.8785
H -4.0562 -1.0316 -0.5759
H -1.8350 -2.1421 -0.6137
H 1.5495 0.6539 -0.0188
H 2.9455 -2.0333 0.3595
H 3.4562 1.7045 -0.2233
H 5.6467 2.7040 -0.4017
H 7.6880 3.4001 0.3628
H 9.1958 2.9977 -0.4938
H 7.6679 3.1062 -1.4013
H 9.1965 -0.6260 -0.8899
H 9.2908 -0.3308 0.8649
H 9.5394 -1.9732 0.2229
H 5.2960 -2.1185 0.3637
H -0.1102 1.2487 1.3209
H -2.2999 2.3319 1.3809

Q) 52
Properties=species:S:1:pos:R:3 method="wB97M-V/def2-TZVPD" homo_energy_ev=-8.142 total_charge=0 lumo_ev=0.53
C 0.8989 3.7680 -4.2138
C 1.0475 3.2945 -2.7999
C 1.2579 1.9531 -2.5227
C 1.4129 1.5143 -1.2095
C 1.3595 2.4306 -0.1592
C 1.1488 3.7670 -0.4346
C 0.9942 4.1964 -1.7423
H 0.8281 5.2444 -1.9473
H 1.1030 4.4806 0.3745
H 1.4819 2.0808 0.8530
C 1.6159 0.1083 -0.9337
N 1.6086 -0.4624 0.2370
C 1.8479 -1.7886 0.0037
C 2.0002 -1.9678 -1.3486
O 1.8536 -0.7608 -1.9358
C 2.2516 -3.1511 -2.2043
H 2.6082 -3.9859 -1.6066
H 1.3266 -3.4306 -2.7101
H 2.9916 -2.9073 -2.9642
C 1.9621 -2.7583 1.1053
H 2.5976 -3.5983 0.8294
H 2.3496 -2.2669 1.9966
S 0.3823 -3.5782 1.7046
O -0.3907 -2.5861 2.4592
C -0.4768 -3.7690 0.0760
C -1.0204 -2.5098 -0.5944
O -0.8987 -2.3447 -1.7939
N -1.7112 -1.7138 0.2289
C -2.4098 -0.5324 -0.2195
H -2.3479 -0.5104 -1.3101
H -3.4605 -0.6256 0.0790
C -1.8205 0.7541 0.3736
C -1.8319 0.7118 1.8763
C -0.6753 0.3956 2.5775
C -0.6933 0.3176 3.9586
C -1.8667 0.5524 4.6537
C -3.0235 0.8700 3.9621
C -3.0054 0.9485 2.5813
H -3.9101 1.1989 2.0440
H -3.9423 1.0557 4.5002
H -1.8820 0.4881 5.7321
H 0.2103 0.0655 4.4936
H 0.2370 0.2015 2.0327
H -2.4131 1.5972 0.0122
H -0.7981 0.8737 0.0185
H -1.5811 -1.8195 1.2332
H -1.3249 -4.4210 0.2957
H 0.2040 -4.2878 -0.5939
H 1.2941 1.2316 -3.3253
H 1.8604 4.1172 -4.5917
H 0.5543 2.9633 -4.8584
H 0.1956 4.5956 -4.2729

Energies, relative to the best one, in kJ/mol: P) 147.1; Q) 0.0.